(1)
C6H5Br | ωB97M-V with the def2-TZVPD basis set

Structure (ORCA input):
```
! RIJCOSX wB97M-V def2-TZVPD def2/J DEFGRID3
* xyz 0 1
C -0.02 1.25 -0.56
H 0.56 2.80 -2.10
C 0.19 2.15 -1.35
C -0.30 0.04 0.19
H -0.06 -0.90 2.04
C 0.26 -2.09 -1.26
C 0.25 -0.05 1.58
Br -2.33 0.02 0.40
H 0.38 -2.91 -1.82
H 1.31 -0.06 1.58
H -0.17 0.87 1.90
C -0.07 -1.13 -0.60
*
```

The energy above the lowest of the compared OMol25 structures with the same formula, charge and spin comes out at 103.2 kcal per mole. The calculation puts the HOMO energy at -0.365 hartree. For the LUMO energy, the calculation gives 0.0054 Eh. Its SMILES is C#CC(C)(Br)C#C.

(2)
C6H5BrClN3 | ωB97M-V with the def2-TZVPD basis set

Structure (ORCA input):
```
! RIJCOSX wB97M-V def2-TZVPD def2/J DEFGRID3
* xyz 0 1
H 0.70 -0.75 -1.89
C 0.23 -0.66 -0.97
C -1.26 -0.87 -0.76
C -1.99 0.10 -0.15
N 0.71 -1.82 -0.16
H 1.58 0.27 1.94
C -1.34 1.34 0.36
Cl 3.46 0.28 0.68
N 1.47 -1.54 0.76
N -0.09 1.55 0.30
C 1.77 -0.18 1.03
H -1.76 -1.78 -1.04
H -1.82 2.14 0.94
H 1.34 1.28 -1.00
Br -3.75 0.01 0.32
C 0.75 0.62 -0.36
*
```

The energy above the lowest of the compared OMol25 structures with the same formula, charge and spin comes out at 68.9 kcal per mole. The calculation puts the HOMO energy at -0.343 hartree. For the LUMO energy, the calculation gives -0.0141 Eh. Its SMILES is Cl[C@@H]1N=N[C@H]2C=C(Br)C=N[C@@H]12.

(3)
C6H5BrMn2NO2 | ωB97M-V with the def2-TZVPD basis set

Structure (ORCA input):
```
! RIJCOSX wB97M-V def2-TZVPD def2/J DEFGRID3
* xyz 3 11
H 0.41 0.43 -1.60
H 0.67 0.02 2.71
C -0.80 -2.06 0.38
C 0.23 -0.11 -0.68
O 2.22 1.58 1.42
O 1.16 2.55 -0.20
H -0.57 -2.10 2.48
Mn -2.17 0.58 -3.19
C 0.34 -0.38 1.76
C -0.32 -1.43 -0.81
Mn 0.17 3.32 -1.40
Br -0.93 1.85 -2.12
H -1.42 -2.93 0.27
H -0.51 -1.78 -1.81
N 1.34 1.59 0.59
C 0.53 0.39 0.58
C -0.35 -1.50 1.61
*
```

The energy above the lowest of the compared OMol25 structures with the same formula, charge and spin comes out at 115.2 kcal per mole. The calculation puts the HOMO energy (alpha / beta) at -0.749 / -0.748 hartree. For the LUMO energy (alpha / beta), the calculation gives -0.5227 / -0.5509 Eh.

(4)
C6H5Cl2N3O4 | ωB97M-V with the def2-TZVPD basis set

Structure (ORCA input):
```
! RIJCOSX wB97M-V def2-TZVPD def2/J DEFGRID3
* xyz 0 1
C 1.26 1.25 1.36
H 0.90 -1.82 -3.16
C -0.22 -0.55 -0.39
O 0.43 -1.79 -2.23
C -2.65 -0.18 -0.04
H -2.75 0.90 -0.45
Cl 2.41 2.42 1.97
N -1.15 -0.18 0.33
C 0.14 -0.62 -1.82
O 3.76 0.32 0.18
H -3.24 -0.30 0.84
H -2.83 -0.87 -0.82
Cl -0.62 -1.15 2.66
N 2.74 -0.07 -0.35
H -1.89 0.85 1.86
C 1.68 0.28 0.43
O 0.10 0.44 -2.44
N 0.08 1.32 1.84
O 2.75 -0.67 -1.40
C -0.90 0.43 1.64
*
```

The energy above the lowest of the compared OMol25 structures with the same formula, charge and spin comes out at 97.7 kcal per mole. The calculation puts the HOMO energy at -0.329 hartree. For the LUMO energy, the calculation gives -0.0423 Eh.

(5)
C6H5Cl3N2O2 | ωB97M-V with the def2-TZVPD basis set

Structure (ORCA input):
```
! RIJCOSX wB97M-V def2-TZVPD def2/J DEFGRID3
* xyz 0 1
C 1.13 -1.02 -0.01
C 2.04 -0.03 0.00
H -2.16 2.15 0.23
Cl 2.99 2.53 0.41
H 3.12 -0.10 -0.04
Cl 0.37 1.21 -1.96
H -2.94 -2.70 0.42
C -0.79 1.06 -0.67
H 1.36 1.92 1.29
C 1.77 1.21 0.59
Cl 1.88 -2.69 -0.19
O -2.42 -1.88 0.35
H -1.44 2.95 -1.17
C -0.27 -1.09 0.13
O -0.79 -3.38 0.79
N -1.01 0.03 -0.02
C -1.15 -2.26 0.49
N -1.66 2.09 -0.63
*
```

The energy above the lowest of the compared OMol25 structures with the same formula, charge and spin comes out at 72.4 kcal per mole. The calculation puts the HOMO energy (alpha / beta) at -0.297 / -0.297 hartree. For the LUMO energy (alpha / beta), the calculation gives -0.0473 / -0.0483 Eh. Its SMILES is N/C(Cl)=N/C(C(=O)O)=C(Cl)\C=C\Cl.

Calculated values (eV Å⁻¹) of strongest force on any atom for the records, taken in order: 4.87, 6.45, 10.93, 5.72, 7.48.